(1)
C27H37BrCl30F10N3O6P2S | ωB97M-V/def2-TZVPD

The geometry in XYZ format:
```
117
Properties=species:S:1:pos:R:3:mulliken_charge:R:1
C -1.6321 -4.8739 0.4814 -0.83
C -2.8989 -4.0210 0.5471 -0.23
O -3.0912 -3.2881 -0.6824 -0.41
C -3.4772 -2.0158 -0.4847 -0.04
O -4.3666 -1.7239 0.2444 -0.56
C -2.6715 -0.9643 -1.1992 -0.09
C -1.1583 -1.3069 -1.2027 -0.08
C -0.4338 -0.0006 -1.4908 -2.53
N 1.0283 0.2750 -1.0938 1.16
C 1.2504 1.6039 -1.8146 0.59
F 0.4187 2.4851 -1.2570 -0.43
F 2.4763 2.0315 -1.5353 -0.38
C 1.0465 1.7733 -3.3930 0.81
F 0.8131 0.6366 -4.0788 -0.27
F 2.1535 2.3260 -3.8974 -0.29
C -0.0884 2.8092 -3.8125 0.53
F -0.0226 2.7568 -5.1665 -0.30
F 0.2274 4.0474 -3.4559 -0.28
C -1.5812 2.4893 -3.5186 0.71
F -1.8942 1.2852 -3.9692 -0.23
F -2.2984 3.3782 -4.1949 -0.26
F -1.9271 2.6032 -2.2466 -0.20
C 1.8120 -0.9119 -1.7017 0.06
S 3.5250 -0.7020 -2.3691 1.58
O 4.1148 -1.9906 -2.3573 -0.60
O 3.4035 -0.0275 -3.6081 -0.67
F 4.3291 0.2048 -1.4410 -0.18
C 1.6997 -2.2042 -0.8919 -2.09
N 1.2578 -2.0713 0.5085 0.47
C 1.7262 -0.8868 1.1310 -2.38
O 1.4527 -0.8283 2.4685 -0.40
Br 3.8323 -1.1791 1.1839 -0.13
C 1.2224 0.4214 0.4897 1.09
P 2.2768 1.7872 1.3928 0.58
N 3.8209 1.9016 0.7261 -0.24
O 1.6101 3.1917 0.8641 -0.71
P -0.5389 0.8464 1.3226 0.28
C -1.3188 -0.7001 1.9304 -1.43
C -0.2724 1.7437 2.8908 0.14
C -1.6613 1.8397 3.5858 -1.32
H -0.9266 -4.6139 1.2694 0.15
H -1.1316 -4.7668 -0.4814 0.27
H -1.8883 -5.9230 0.6159 0.33
H -2.8327 -3.3207 1.3784 0.16
H -3.7539 -4.6606 0.7575 0.49
H -2.8406 -0.0645 -0.6059 0.46
H -3.0315 -0.7988 -2.2152 0.26
H -1.0414 -2.0443 -2.0000 1.00
H -0.9268 -1.8398 -0.2893 -0.69
H -0.4867 0.0812 -2.5736 1.11
H -1.0590 0.8269 -1.1840 0.28
H 1.2802 -1.1144 -2.6285 0.67
H 2.6130 -2.7933 -0.9205 0.82
H 0.9621 -2.8329 -1.3923 0.26
H 1.6887 -2.8431 1.0089 0.42
H 1.7735 -1.6469 2.8785 0.59
H 4.4678 2.0332 1.4992 0.12
H 3.9225 2.6971 0.1033 0.29
H 1.8037 3.8660 1.5307 0.33
H -2.3111 -0.7863 1.4877 0.68
H -1.4596 -0.6819 3.0102 0.74
H -0.7702 -1.6113 1.7126 0.11
H 0.0228 2.7725 2.7063 0.30
H 0.4419 1.2547 3.5492 0.36
H -1.8209 2.8462 3.9443 0.35
H -2.4370 1.6756 2.8289 0.31
H -1.7998 1.0875 4.3555 0.38
C -4.4830 4.3024 -7.1132 0.28
Cl -5.6851 5.5617 -6.8410 -0.12
Cl -5.1307 2.7145 -6.6954 -0.06
Cl -3.9110 4.3285 -8.7801 -0.12
H -3.6389 4.4999 -6.4668 0.04
C -4.0109 5.8350 3.7677 0.00
Cl -3.9692 5.6556 5.5154 -0.10
Cl -2.5027 5.2555 3.0513 -0.03
Cl -5.3877 4.9850 3.0597 -0.14
H -4.1084 6.8875 3.5368 0.27
C -0.3787 8.6368 1.2888 0.03
Cl -2.0842 8.4952 1.7126 -0.10
Cl 0.2152 10.2626 1.5878 -0.11
Cl 0.5850 7.4437 2.1734 -0.11
H -0.2792 8.4280 0.2326 0.28
C 4.4877 2.3382 5.1681 -0.08
Cl 2.9809 3.0390 4.5549 -0.07
Cl 4.1606 0.8428 6.0305 -0.09
Cl 5.6442 2.0643 3.8612 -0.13
H 4.9266 3.0453 5.8588 0.39
C 0.8467 -7.9719 2.1336 -0.11
Cl 0.1294 -8.3603 0.5737 -0.11
Cl 1.3969 -6.2873 2.2029 -0.07
Cl -0.2972 -8.2895 3.4315 -0.11
H 1.7123 -8.6033 2.2807 0.38
C 6.6558 -2.7395 5.0345 -0.08
Cl 7.3526 -1.3878 5.9210 -0.10
Cl 5.2868 -3.4284 5.9091 -0.13
Cl 6.1663 -2.2414 3.4118 -0.07
H 7.4136 -3.5048 4.9368 0.35
C -5.9994 -1.1375 -5.7603 -0.04
Cl -6.6855 -2.3883 -4.7279 -0.12
Cl -7.2532 -0.0808 -6.3970 -0.11
Cl -4.7886 -0.1944 -4.8776 -0.05
H -5.5048 -1.6188 -6.5928 0.30
C 6.6771 -3.6242 -4.4694 1.06
Cl 6.0310 -4.6526 -5.7484 -0.11
Cl 7.7878 -4.5265 -3.4371 -0.11
Cl 7.4650 -2.1994 -5.1431 -0.14
H 5.8524 -3.2838 -3.8568 -0.69
C 3.6423 -7.0700 -3.0782 -0.13
Cl 2.9219 -7.5932 -4.5965 -0.12
Cl 4.1131 -5.3747 -3.1712 0.01
Cl 2.5393 -7.3492 -1.7301 -0.04
H 4.5339 -7.6578 -2.9061 0.31
C -7.7219 3.4967 7.1878 0.00
Cl -6.9391 4.4676 8.4350 -0.12
Cl -7.1992 4.0086 5.5832 -0.05
Cl -7.3995 1.7804 7.4349 -0.12
H -8.7895 3.6512 7.2627 0.31
```

Its charge is +1. As for the highest occupied orbital energy: -11.3350 eV. The calculation puts the HOMO-LUMO gap at 0.33079 hartree.


(2)
C43H51GeNP2ReS3Sb | ωB97M-V/def2-TZVPD

The geometry in XYZ format:
```
103
Properties=species:S:1:pos:R:3:lowdin_spin:R:1
Re -0.5287 -0.1626 0.1998 0.88
C -1.4834 2.1622 3.0946 0.00
C -0.2980 2.3911 2.1677 0.01
C 1.0523 2.2469 2.9131 0.00
P 0.3840 2.7407 -0.5106 0.00
C 0.7711 4.4874 -0.0125 0.00
C -0.4859 5.3068 0.3075 0.00
C 1.3954 5.1028 -1.2790 0.00
C 2.0077 1.9535 -0.7330 0.00
C 3.2628 2.4889 -0.4636 0.00
C 4.4015 1.7224 -0.6637 0.01
C 4.2899 0.4047 -1.0851 0.00
C 3.0401 -0.1601 -1.2867 0.01
C 1.9089 0.6256 -1.1342 0.01
N 0.5861 0.1290 -1.4688 0.00
C 0.3952 0.0618 -2.8931 0.00
C 1.4485 0.3759 -3.7690 0.00
C 1.3318 0.2896 -5.1457 0.00
C 0.1505 -0.1221 -5.7335 0.00
C -0.9241 -0.3808 -4.9089 0.00
C -0.8390 -0.2663 -3.5216 0.00
P -2.3600 -0.4819 -2.6176 0.00
C -3.6353 -1.2581 -3.6729 0.00
C -4.3008 -0.2998 -4.6690 0.00
C -4.6981 -1.9895 -2.8495 0.00
C -2.8625 1.1517 -1.9620 0.00
C -4.2622 1.1478 -1.3523 0.00
C -2.6688 2.2615 -3.0009 0.00
H -1.5015 2.9961 3.8003 0.00
H -1.4097 1.2500 3.6780 0.00
H -2.4321 2.1601 2.5576 0.00
H -0.3688 3.4336 1.8794 0.00
H 1.4274 1.2254 2.8683 0.00
H 0.9146 2.4997 3.9654 0.00
H 1.8125 2.9083 2.4960 0.00
H 1.4815 4.5451 0.8168 0.00
H -1.2735 5.1031 -0.4230 0.00
H -0.2467 6.3694 0.2398 0.00
H -0.8948 5.1368 1.3007 0.00
H 0.6420 5.1702 -2.0669 0.00
H 2.2413 4.5446 -1.6745 0.00
H 1.7320 6.1162 -1.0549 0.00
H 3.3632 3.5079 -0.1132 0.00
H 5.3771 2.1536 -0.4805 0.00
H 5.1748 -0.1966 -1.2407 0.00
H 2.9471 -1.1886 -1.6097 0.00
H 2.3967 0.7015 -3.3836 0.00
H 2.1892 0.5450 -5.7544 0.00
H 0.0562 -0.2163 -6.8063 0.00
H -1.8595 -0.6685 -5.3669 0.00
H -3.0606 -2.0146 -4.2176 0.00
H -5.0877 0.2749 -4.1800 0.00
H -4.7699 -0.8892 -5.4568 0.00
H -3.6144 0.3996 -5.1420 0.00
H -5.2322 -1.3229 -2.1730 0.00
H -4.2722 -2.8048 -2.2668 0.00
H -5.4248 -2.4198 -3.5398 0.00
H -2.1517 1.3385 -1.1497 0.00
H -5.0305 1.1247 -2.1259 0.00
H -4.3938 2.0698 -0.7836 0.00
H -4.4202 0.3174 -0.6607 0.00
H -3.2815 2.0987 -3.8874 0.00
H -1.6279 2.3619 -3.2989 0.00
H -2.9838 3.2050 -2.5526 0.00
S -5.5374 -1.6475 0.8351 0.04
Sb -3.5333 -2.5235 0.9671 0.05
S -2.1220 -0.5291 1.6966 0.04
S -1.8303 -1.8366 -1.1913 0.01
C -0.1143 1.5988 0.8769 -0.05
Ge 0.8979 -1.6244 1.8680 -0.01
C -0.0421 -3.3479 1.6692 0.00
C -0.6565 -3.9340 2.7771 0.00
C -1.3504 -5.1325 2.6617 0.00
C -1.4425 -5.7726 1.4341 0.00
C -0.8404 -5.2042 0.3202 0.00
C -0.1519 -4.0036 0.4413 0.00
C 2.7786 -1.8695 1.3818 0.00
C 3.2077 -2.9939 0.6790 0.00
C 4.5573 -3.2147 0.4387 0.00
C 5.5053 -2.3248 0.9237 0.00
C 5.0942 -1.2037 1.6306 0.00
C 3.7440 -0.9731 1.8382 0.00
C 0.8915 -1.2113 3.7915 0.00
C 2.0714 -1.3745 4.5209 0.00
C 2.1003 -1.1933 5.8975 0.00
C 0.9449 -0.8542 6.5825 0.00
C -0.2455 -0.7251 5.8817 0.00
C -0.2660 -0.9086 4.5073 0.00
H -0.5844 -3.4642 3.7504 0.00
H -1.8081 -5.5725 3.5390 0.00
H -1.9764 -6.7102 1.3475 0.00
H -0.8998 -5.6976 -0.6420 0.00
H 0.3114 -3.5832 -0.4465 0.00
H 2.4945 -3.7321 0.3321 0.00
H 4.8688 -4.0962 -0.1075 0.00
H 6.5593 -2.5077 0.7574 0.00
H 5.8252 -0.5010 2.0113 0.00
H 3.4471 -0.0760 2.3715 0.00
H 2.9866 -1.6631 4.0265 0.00
H 3.0319 -1.3256 6.4328 0.00
H 0.9672 -0.7084 7.6546 0.00
H -1.1633 -0.4876 6.4048 0.00
H -1.2172 -0.8357 3.9968 0.00
```

Its charge is +1. Its spin multiplicity is 2. As for the highest occupied orbital energy (alpha / beta): -10.2140 / -10.5527 eV. The calculation puts the HOMO-LUMO gap (alpha / beta) at 0.22513 / 0.24171 hartree. Its energy above the lowest of the compared OMol25 structures with the same formula, charge and spin is 216.1 kJ/mol.


(3)
C35H48NO19 | ωB97M-V/def2-TZVPD

The geometry in XYZ format:
```
103
Properties=species:S:1:pos:R:3:mulliken_charge:R:1
C 5.6479 -0.6325 -0.2811 -1.15
C 4.7259 -0.3998 -1.5961 0.50
O 4.8100 0.7157 -2.1789 -0.63
N 3.9128 -1.5455 -2.0066 0.86
C 4.0623 -1.8830 -3.4318 0.05
C 3.4104 -1.0489 -4.6328 -0.27
O 4.7305 -2.9332 -3.7119 -0.69
C 2.4835 -1.4647 -1.5685 -0.62
C 2.2527 -2.6623 -0.4712 -0.25
C 3.1110 -3.9573 -0.8092 0.23
O 2.5003 -4.9156 -1.3707 -0.62
O 4.5070 -4.0743 -0.5278 -0.46
C 2.1361 -0.1244 -0.7587 -0.28
C 0.5897 -0.2874 -0.2796 0.55
C 0.2212 0.1434 1.1824 -0.88
C -1.2623 -0.0696 1.6395 -0.24
C -2.3452 -0.6688 0.7061 -0.71
C -1.9641 -1.0862 -0.7346 0.68
C -3.1258 -1.7490 -1.6443 -0.96
C -0.5037 -0.8906 -1.2204 -0.66
H 5.5195 0.2103 0.4736 0.33
H 6.7452 -0.7084 -0.6374 0.35
H 5.4190 -1.6682 0.1780 0.20
H 2.4294 -1.5694 -4.9327 -0.07
H 4.1323 -1.1110 -5.5200 0.15
H 3.2238 0.0399 -4.3451 0.30
H 1.1466 -2.9785 -0.4707 0.24
H 2.4630 -2.1971 0.5561 0.34
H 4.9238 -4.2583 -1.4050 0.35
H 2.1515 0.8283 -1.3863 0.28
H 2.7247 -0.0063 0.2377 0.07
H 1.0174 0.5666 1.8736 0.24
H -1.5039 0.2197 2.7223 0.23
H -3.4039 -0.8324 1.1041 0.70
H -2.6709 -2.2144 -2.5922 0.26
H -3.5877 -2.6333 -1.0617 0.27
H -3.9171 -0.9546 -1.8643 0.25
H -0.1842 -1.1898 -2.2836 0.17
C -4.9450 0.7733 5.7348 -0.91
C -5.5264 0.8291 4.3410 0.62
C -6.8316 0.1035 4.2005 -0.54
O -6.8238 -0.2743 2.8273 -0.38
C -5.5143 -0.3847 2.4627 0.56
O -5.1333 -0.8776 1.4387 -0.60
O -4.6942 0.1331 3.4159 -0.18
H -5.6282 1.2004 6.4673 0.47
H -4.7132 -0.2573 6.0231 0.47
H -4.0048 1.3253 5.7719 -0.39
H -5.6086 1.8694 4.0080 0.22
H -7.6891 0.7415 4.4215 0.29
H -6.8959 -0.8036 4.8102 0.33
C -0.2230 0.7233 8.4396 -1.54
C -0.5273 0.9345 6.9724 0.55
C 0.5058 1.7523 6.2540 -0.56
O -0.2513 2.3501 5.2092 -0.35
C -1.5347 2.4404 5.6592 0.67
O -2.3970 3.0707 5.1203 -0.53
O -1.7041 1.7214 6.8055 -0.27
H 0.7376 0.2222 8.5772 0.39
H -0.2082 1.6749 8.9786 0.33
H -1.0036 0.1149 8.9036 0.38
H -0.6905 -0.0293 6.4778 0.31
H 1.3117 1.1402 5.8455 0.34
H 0.9391 2.5480 6.8689 0.29
C -2.6259 6.3736 8.9663 -1.47
C -3.5681 6.0125 7.8386 0.54
C -4.9885 6.4318 8.0822 -0.54
O -5.7220 5.4773 7.3250 -0.33
C -4.9531 4.3519 7.2671 0.51
O -5.3396 3.2877 6.8813 -0.45
O -3.6890 4.5988 7.7108 -0.25
H -2.6176 7.4508 9.1466 0.38
H -2.9050 5.8605 9.8910 0.35
H -1.6091 6.0522 8.7266 0.35
H -3.1904 6.4080 6.8893 0.26
H -5.1909 7.4442 7.7279 0.31
H -5.2940 6.3535 9.1307 0.31
C 5.8257 2.0038 -8.0576 -1.45
C 5.3250 0.6562 -8.5301 0.45
C 4.5159 0.7234 -9.7925 -0.50
O 3.6596 -0.4050 -9.6674 -0.34
C 3.5041 -0.6314 -8.3306 0.59
O 2.6909 -1.3776 -7.8623 -0.46
O 4.3931 0.1079 -7.6026 -0.25
H 6.4493 2.4832 -8.8156 0.38
H 4.9926 2.6678 -7.8106 0.35
H 6.4136 1.8890 -7.1435 0.36
H 6.1612 -0.0451 -8.6261 0.24
H 5.1340 0.6415 -10.6885 0.31
H 3.8968 1.6233 -9.8677 0.30
C 1.4288 -4.0500 -6.4978 -1.38
C 0.5070 -4.4086 -7.6420 0.68
C -0.9205 -4.0101 -7.4124 -0.46
O -1.6331 -4.9650 -8.1930 -0.35
C -0.8505 -6.0800 -8.2548 0.58
O -1.2208 -7.1450 -8.6605 -0.56
O 0.4041 -5.8248 -7.7909 -0.36
H 1.4210 -2.9763 -6.3049 0.17
H 1.1450 -4.5778 -5.5827 0.46
H 2.4525 -4.3553 -6.7275 0.36
H 0.8927 -3.9961 -8.5809 0.23
H -1.1304 -2.9958 -7.7563 0.29
H -1.2391 -4.1058 -6.3696 0.34
```

Its charge is -1. As for the highest occupied orbital energy: -2.7557 eV. The calculation puts the HOMO-LUMO gap at 0.15733 hartree.